No. 1
{
  "formula": "C7H8ClNOS",
  "method": "ωB97M-V with the def2-TZVPD basis set",
  "e_above_lowest_kcal_mol": 8.4,
  "spin_multiplicity": 1,
  "homo_lumo_gap_ev": 8.824,
  "smiles": "OSc1ccccc1Cl.C=N",
  "total_energy_ev": -34281.745,
  "e_lumo_ev": 0.786,
  "symbols": ["O", "S", "C", "C", "C", "C", "C", "C", "Cl", "H", "H", "H", "H", "H", "C", "N", "H", "H", "H"],
  "coordinates": [[-0.592, -1.770, 1.582], [-0.588, -0.074, 1.534], [-1.032, 0.085, -0.228], [-1.182, -0.934, -1.083], [-1.317, -0.737, -2.438], [-1.380, 0.557, -2.941], [-1.289, 1.646, -2.052], [-1.133, 1.396, -0.702], [-0.978, 2.693, 0.443], [0.360, -2.024, 1.837], [-1.220, -2.056, -0.803], [-1.206, -1.536, -3.117], [-1.370, 0.812, -4.040], [-1.554, 2.705, -2.340], [3.166, -0.096, 2.568], [2.052, -0.441, 2.987], [3.942, 0.355, 3.238], [3.311, -0.266, 1.608], [2.009, -0.313, 3.948]]
}

---

No. 2
{
  "formula": "C7H8CuLiO8",
  "method": "ωB97M-V with the def2-TZVPD basis set",
  "e_above_lowest_kcal_mol": 0.0,
  "spin_multiplicity": 1,
  "homo_lumo_gap_ev": 6.376,
  "total_energy_ev": -68611.189,
  "e_lumo_ev": -2.312,
  "symbols": ["O", "O", "C", "C", "O", "C", "H", "H", "H", "H", "O", "O", "C", "O", "C", "C", "O", "O", "C", "H", "H", "H", "H", "Li", "Cu"],
  "coordinates": [[-0.266, 1.211, -0.188], [1.166, -0.525, -0.210], [1.944, 0.093, 0.806], [2.901, 1.107, 0.195], [3.718, 1.690, 1.202], [0.064, 0.105, -0.676], [1.297, 0.569, 1.553], [2.510, -0.716, 1.285], [2.342, 1.933, -0.260], [3.523, 0.623, -0.568], [5.572, 1.688, 2.396], [5.273, 0.075, 0.917], [4.894, 1.113, 1.511], [-3.572, -0.030, -1.482], [-3.437, -1.036, -2.339], [-4.360, -0.407, -0.311], [-0.790, -0.654, -1.424], [-4.251, -1.988, -2.007], [-4.939, -1.743, -0.746], [-5.103, 0.380, -0.159], [-3.702, -0.476, 0.561], [-6.014, -1.719, -0.948], [-4.695, -2.567, -0.070], [-1.801, 1.049, -1.427], [7.725, 0.226, 2.391]]
}

---

no.,HOMO energy (eV)
1,-8.0388
2,-8.6879